[1]
ORCA calculation (ωB97M-V/def2-TZVPD) on 2 unconnected molecules or ions with the total composition C29H21F2NO2S in a non-equilibrium geometry.

Values from the calculation:
Kohn-Sham gap: 4.6832 eV
calculated total energy: -1920.723948 Eh

Geometry as ORCA input:
```
! wB97M-V def2-TZVPD RIJCOSX def2/J DEFGRID3
* xyz 0 1
F 2.949 -3.806 2.050
C 2.837 -3.018 0.927
C 3.964 -2.847 0.125
C 3.854 -1.988 -0.977
C 2.653 -1.348 -1.265
C 1.491 -1.574 -0.478
C 0.225 -0.999 -0.856
C -0.980 -1.630 -0.545
C -2.185 -1.314 -1.160
C -3.439 -1.945 -0.876
C -3.611 -2.793 0.255
C -4.860 -3.354 0.495
F -5.011 -4.174 1.591
C -5.968 -3.140 -0.323
C -5.792 -2.326 -1.456
C -4.562 -1.738 -1.727
C 1.611 -2.422 0.655
H 4.886 -3.376 0.365
H 4.722 -1.821 -1.616
H 2.582 -0.663 -2.111
H 0.233 -0.258 -1.656
H -0.961 -2.467 0.158
H -2.179 -0.552 -1.944
H -2.781 -2.986 0.931
H -6.924 -3.604 -0.090
H -6.637 -2.159 -2.125
H -4.433 -1.108 -2.610
H 0.759 -2.591 1.312
C -3.147 3.302 -1.622
C -3.216 2.486 -0.488
C -2.057 1.923 0.049
C -0.795 2.159 -0.548
C 0.407 1.570 0.011
C 0.348 0.839 1.198
N 0.324 0.196 2.187
S 1.937 2.454 -0.369
C 2.973 2.164 1.075
C 3.450 3.219 1.863
C 4.328 2.938 2.913
C 4.776 1.629 3.125
C 4.310 0.586 2.317
C 3.382 0.858 1.314
O 2.511 1.745 -1.496
O 1.773 3.884 -0.407
C -0.749 2.947 -1.726
C -1.910 3.508 -2.247
H -4.049 3.766 -2.027
H -4.176 2.285 -0.010
H -2.107 1.297 0.945
H 3.123 4.237 1.656
H 4.670 3.749 3.559
H 5.486 1.414 3.925
H 4.656 -0.440 2.459
H 2.958 0.065 0.692
H 0.197 3.110 -2.246
H -1.845 4.113 -3.152
*
```

---

[2]
ORCA calculation (ωB97M-V/def2-TZVPD) on a molecular structure, C29H21N5O7SW in a non-equilibrium geometry.

Values from the calculation:
expectation value of S²: 2.01
Kohn-Sham gap (alpha / beta): 6.7994 / 6.5177 eV
calculated total energy: -2382.533497 Eh

Geometry as ORCA input:
```
! wB97M-V def2-TZVPD RIJCOSX def2/J DEFGRID3
* xyz 2 3
W -0.284 1.317 -0.372
C -0.501 1.796 -4.866
C 0.644 2.487 -5.157
C 1.514 2.795 -4.112
C 1.243 2.418 -2.830
N 0.087 1.750 -2.544
C -0.766 1.452 -3.570
C 2.069 2.736 -1.653
C 3.416 3.140 -1.659
C 4.081 3.303 -0.461
C 3.412 3.126 0.753
C 2.090 2.697 0.775
C 1.442 2.519 -0.416
H -1.214 1.576 -5.640
H 0.901 2.749 -6.187
H 2.424 3.319 -4.377
H -1.665 0.906 -3.290
H 3.816 3.320 -2.649
H 5.127 3.532 -0.359
H 3.959 3.274 1.693
H 1.564 2.502 1.729
N 0.689 -0.456 -0.134
S 0.907 -1.311 1.291
C 2.596 -1.896 1.277
C 3.065 -2.527 2.452
C 4.375 -2.973 2.492
C 5.222 -2.804 1.407
C 4.778 -2.076 0.316
C 3.465 -1.623 0.244
C -0.101 -2.746 1.154
C 0.253 -3.868 0.397
C -0.631 -4.933 0.401
C -1.766 -4.929 1.186
C -2.112 -3.790 1.890
C -1.255 -2.694 1.911
H 0.868 -1.008 -0.976
H 2.402 -2.686 3.274
H 4.745 -3.454 3.355
H 6.226 -3.217 1.413
H 5.458 -1.882 -0.515
H 3.124 -1.081 -0.630
H 1.184 -3.932 -0.150
H -0.358 -5.781 -0.232
H -2.440 -5.762 1.188
H -3.008 -3.789 2.482
H -1.508 -1.834 2.504
O -6.091 2.116 3.733
N -6.229 1.487 2.706
O -7.183 0.811 2.378
C -5.042 1.444 1.717
C -5.027 0.404 0.812
C -3.974 0.338 -0.104
C -3.031 1.338 -0.094
O -2.054 1.449 -1.022
C -3.032 2.291 0.952
C -4.036 2.451 1.827
N -1.645 2.545 1.276
O -0.858 3.245 0.473
O -1.020 1.337 1.487
N -3.594 -0.900 -0.688
O -2.384 -1.087 -0.816
O -4.439 -1.704 -0.960
H -5.782 -0.376 0.862
H -4.117 3.151 2.657
*
```

---

[3]
ORCA calculation (ωB97M-V/def2-TZVPD) on a molecular structure, C29H22Br2FIrN3O4S in a non-equilibrium geometry.

Values from the calculation:
Kohn-Sham gap: 6.6129 eV
calculated total energy: -7333.764725 Eh

Geometry as ORCA input:
```
! wB97M-V def2-TZVPD RIJCOSX def2/J DEFGRID3
* xyz 1 1
Ir -0.224 -0.058 0.073
C -1.697 -3.188 -0.552
C -0.231 -3.217 -0.333
C 0.427 -4.465 -0.230
C 1.780 -4.543 -0.102
C 2.545 -3.360 -0.049
C 3.954 -3.285 0.044
Br 4.994 -4.858 0.049
C 4.582 -2.074 0.120
C 3.826 -0.892 0.109
Br 4.671 0.788 0.206
C 2.458 -0.921 0.004
O 1.694 0.163 -0.043
C 1.831 -2.156 -0.085
N 0.469 -2.093 -0.233
H -2.026 -4.092 -1.062
H -1.992 -2.313 -1.130
H -2.209 -3.142 0.406
H -0.173 -5.362 -0.278
H 2.276 -5.503 -0.046
H 5.660 -2.027 0.188
C -7.721 0.230 1.540
C -7.196 1.324 0.624
C -7.679 2.702 1.053
C -7.245 3.738 0.025
C -5.756 3.668 -0.194
C -5.044 4.785 -0.564
C -3.674 4.703 -0.801
F -3.011 5.821 -1.134
C -2.996 3.526 -0.704
C -3.693 2.387 -0.282
C -2.981 1.140 -0.111
O -1.834 0.993 -0.654
C -3.633 0.171 0.645
C -4.978 0.290 0.904
N -5.710 1.335 0.534
C -5.066 2.455 0.006
C -2.897 -1.003 1.174
O -3.508 -2.000 1.501
O -1.601 -0.868 1.300
H -8.790 0.381 1.676
H -7.250 0.275 2.523
H -7.576 -0.764 1.119
H -7.564 1.136 -0.389
H -7.270 2.943 2.038
H -8.765 2.691 1.129
H -7.522 4.745 0.334
H -7.748 3.533 -0.924
H -5.545 5.741 -0.657
H -1.933 3.455 -0.887
H -5.459 -0.527 1.420
S 0.218 2.752 0.585
C 1.250 4.038 0.196
N 2.368 4.234 0.944
C 3.157 5.331 0.865
C 2.871 6.313 -0.029
C 1.769 6.132 -0.885
C 0.983 5.015 -0.785
H 2.584 3.509 1.617
H 3.995 5.377 1.545
H 3.481 7.201 -0.078
H 1.537 6.892 -1.620
H 0.131 4.872 -1.433
*
```

---

[4]
ORCA calculation (ωB97M-V/def2-TZVPD) on a molecular structure, C29H22BrClINOPPtS.

Values from the calculation:
expectation value of S²: 3.77
Kohn-Sham gap (alpha / beta): 7.1202 / 6.7842 eV
calculated total energy: -5438.969393 Eh

Geometry as ORCA input:
```
! wB97M-V def2-TZVPD RIJCOSX def2/J DEFGRID3
* xyz 0 4
Pt -1.205 -1.215 1.969
O -2.510 -2.280 0.568
N -3.717 -1.747 0.416
C -4.400 -2.136 -0.686
C -5.665 -1.686 -0.933
C -6.256 -0.806 -0.021
C -5.545 -0.411 1.081
C -4.238 -0.871 1.314
S -3.310 -0.337 2.661
H -3.855 -2.818 -1.319
H -6.180 -2.019 -1.822
H -7.258 -0.435 -0.187
H -5.956 0.278 1.805
Cl 0.319 0.723 3.585
C 0.345 2.044 2.456
C 0.636 3.302 2.963
C 0.674 4.390 2.108
C 0.415 4.225 0.755
C 0.122 2.966 0.262
C 0.090 1.849 1.099
P -0.276 0.202 0.414
C 1.210 -0.319 -0.479
C 1.263 -1.655 -0.881
C 2.329 -2.109 -1.638
C 3.363 -1.242 -1.972
C 3.324 0.079 -1.555
C 2.246 0.546 -0.815
C -1.475 0.561 -0.911
C -2.676 1.170 -0.540
C -3.664 1.400 -1.482
C -3.466 1.018 -2.804
C -2.275 0.416 -3.177
C -1.279 0.188 -2.235
H 0.829 3.416 4.020
H 0.902 5.371 2.505
H 0.437 5.076 0.087
H -0.091 2.837 -0.792
H 0.472 -2.335 -0.586
H 2.368 -3.146 -1.946
H 4.210 -1.605 -2.540
H 4.139 0.750 -1.797
H 2.225 1.576 -0.486
H -2.833 1.461 0.492
H -4.591 1.874 -1.185
H -4.240 1.192 -3.541
H -2.115 0.121 -4.206
H -0.352 -0.283 -2.538
Br 3.738 1.214 2.195
C 4.461 -0.394 1.485
C 5.747 -0.395 0.954
C 6.259 -1.578 0.438
C 5.505 -2.745 0.451
C 4.217 -2.744 0.982
C 3.746 -1.555 1.475
I 0.719 -3.009 2.501
H 6.332 0.516 0.953
H 7.261 -1.586 0.028
H 5.919 -3.663 0.050
H 3.608 -3.639 1.002
*
```

---

[5]
ORCA calculation (ωB97M-V/def2-TZVPD) on a molecular structure, C29H22BrN5OSc in a non-equilibrium geometry.

Values from the calculation:
Kohn-Sham gap: 6.3940 eV
calculated total energy: -4802.169136 Eh

Geometry as ORCA input:
```
! wB97M-V def2-TZVPD RIJCOSX def2/J DEFGRID3
* xyz -1 1
Sc -0.874 -0.412 -0.513
C -0.065 4.828 -2.134
C 0.997 4.572 -1.279
C 0.986 3.469 -0.454
C -0.104 2.578 -0.429
C -1.138 2.815 -1.353
C -1.120 3.930 -2.168
N -0.150 1.479 0.413
C 0.507 1.600 1.612
C 0.628 2.816 2.320
C 1.368 2.914 3.476
C 2.056 1.816 3.977
C 1.924 0.598 3.333
C 1.104 0.472 2.229
N 0.925 -0.769 1.529
N 2.058 -1.159 0.900
C 2.203 -1.267 -0.397
C 3.418 -1.869 -0.855
C 3.669 -1.966 -2.186
C 2.743 -1.424 -3.090
C 1.614 -0.827 -2.586
N 1.290 -0.772 -1.287
H -0.066 5.707 -2.764
H 1.845 5.243 -1.242
H 1.838 3.281 0.188
H -1.984 2.138 -1.411
H -1.961 4.113 -2.825
H 0.120 3.684 1.923
H 1.430 3.864 3.990
H 2.675 1.903 4.858
H 2.465 -0.272 3.680
H 4.101 -2.235 -0.107
H 4.571 -2.441 -2.554
H 2.910 -1.465 -4.156
H 0.906 -0.366 -3.269
O -1.801 -2.348 -5.969
C -1.637 -2.264 -4.615
C -1.547 -3.411 -3.831
C -1.372 -3.256 -2.471
N -1.296 -2.068 -1.883
C -1.372 -0.908 -2.612
Br -3.425 0.101 -0.154
C -1.549 -1.024 -4.002
H -1.843 -3.279 -6.220
H -1.617 -4.395 -4.280
H -1.294 -4.124 -1.822
H -1.606 -0.139 -4.624
C -0.214 -1.440 1.459
C -1.073 -1.397 2.644
C -0.554 -1.322 3.948
C -1.368 -1.470 5.052
C -2.720 -1.741 4.907
C -3.241 -1.893 3.629
C -2.433 -1.736 2.523
H 0.505 -1.185 4.101
H -0.943 -1.372 6.043
H -3.351 -1.860 5.779
H -4.282 -2.151 3.488
H -2.855 -1.897 1.539
*
```

---

[6]
ORCA calculation (ωB97M-V/def2-TZVPD) on a molecular structure, C29H22MnN4O5.

Values from the calculation:
expectation value of S²: 3.84
Kohn-Sham gap (alpha / beta): 6.4414 / 7.0941 eV
calculated total energy: -2864.531789 Eh

Geometry as ORCA input:
```
! wB97M-V def2-TZVPD RIJCOSX def2/J DEFGRID3
* xyz 0 4
Mn 0.659 -0.008 -0.835
C 0.608 0.610 -4.739
O -0.638 -0.011 -5.047
C -1.361 -0.712 -4.134
C -2.641 -1.045 -4.547
C -3.507 -1.782 -3.746
C -3.129 -2.123 -2.470
C -1.877 -1.734 -1.986
C -1.540 -1.973 -0.611
N -0.574 -1.365 -0.021
N -0.226 -1.716 1.254
C 1.045 -1.471 1.402
O 1.775 -1.040 0.411
C 1.681 -1.661 2.717
C 3.070 -1.631 2.813
C 3.680 -1.691 4.055
C 2.908 -1.771 5.205
C 1.522 -1.802 5.112
C 0.908 -1.749 3.873
C -0.927 -1.100 -2.838
O 0.312 -0.906 -2.426
H 0.875 1.165 -5.635
H 1.381 -0.123 -4.517
H 0.520 1.297 -3.898
H -2.953 -0.702 -5.526
H -4.483 -2.059 -4.122
H -3.805 -2.668 -1.822
H -2.117 -2.688 -0.031
H 3.659 -1.559 1.908
H 4.760 -1.667 4.128
H 3.384 -1.813 6.177
H 0.924 -1.861 6.012
H -0.170 -1.764 3.776
O 2.213 0.961 -1.242
C 3.126 1.176 -0.320
C 4.488 1.006 -0.619
C 5.457 1.238 0.332
C 5.120 1.698 1.606
C 3.796 1.900 1.918
C 2.787 1.621 0.990
C 1.408 1.810 1.338
N 0.455 1.288 0.647
N -0.840 1.634 0.907
C -1.556 1.385 -0.157
O -1.006 0.992 -1.267
C -3.024 1.506 -0.092
C -3.788 1.359 -1.245
C -5.171 1.329 -1.157
C -5.792 1.436 0.078
C -5.033 1.594 1.231
C -3.652 1.629 1.149
H 4.743 0.644 -1.607
H 6.494 1.053 0.083
H 5.889 1.883 2.345
H 3.513 2.246 2.906
H 1.139 2.453 2.171
H -3.297 1.262 -2.206
H -5.765 1.213 -2.055
H -6.872 1.396 0.147
H -5.518 1.677 2.195
H -3.037 1.735 2.030
*
```

---

[7]
ORCA calculation (ωB97M-V/def2-TZVPD) on a molecular structure, C29H22N6O8RuS2 in a non-equilibrium geometry.

Values from the calculation:
expectation value of S²: 0.78
Kohn-Sham gap (alpha / beta): 7.2183 / 5.3240 eV
calculated total energy: -2939.924590 Eh

Geometry as ORCA input:
```
! wB97M-V def2-TZVPD RIJCOSX def2/J DEFGRID3
* xyz 1 2
Ru 0.977 -1.166 0.408
O -0.157 1.849 -2.437
C 0.207 1.069 -1.440
O 1.043 0.191 -1.542
C -0.482 1.355 -0.156
C -1.424 2.335 0.040
C -2.049 2.411 1.288
C -1.698 1.511 2.275
C -0.710 0.576 1.992
N -0.134 0.512 0.810
C -0.205 -0.456 2.963
O -0.746 -0.541 4.039
O 0.804 -1.162 2.508
H 0.197 1.498 -3.273
H -1.657 3.020 -0.763
H -2.807 3.160 1.477
H -2.153 1.491 3.255
O 6.394 5.024 0.562
C 5.060 4.833 0.497
O 4.314 5.761 0.428
C 4.566 3.410 0.528
C 5.305 2.334 0.062
C 4.780 1.050 0.105
C 3.514 0.832 0.624
C 2.770 1.908 1.081
C 3.289 3.190 1.024
N 2.956 -0.499 0.667
C 3.733 -1.464 0.898
C 3.275 -2.837 0.622
C 4.094 -3.933 0.726
C 3.641 -5.161 0.257
C 2.385 -5.232 -0.307
C 1.601 -4.089 -0.345
N 2.027 -2.920 0.135
H 6.873 4.196 0.683
H 6.283 2.479 -0.384
H 5.342 0.226 -0.318
H 1.802 1.733 1.524
H 2.716 4.036 1.381
H 4.748 -1.291 1.248
H 5.084 -3.817 1.152
H 4.268 -6.042 0.309
H 2.006 -6.160 -0.714
H 0.614 -4.104 -0.787
N -6.955 2.463 -0.671
C -5.964 1.659 -1.156
C -6.120 0.264 -1.165
C -5.116 -0.550 -1.639
C -3.932 0.016 -2.107
C -3.771 1.403 -2.128
C -4.776 2.215 -1.655
S -2.652 -0.978 -2.696
O -3.167 -2.275 -3.053
O -1.863 -0.224 -3.622
N -1.657 -1.145 -1.361
C -1.751 -2.100 -0.499
S -2.967 -3.386 -0.350
C -2.223 -3.908 1.088
C -1.089 -3.184 1.376
N -0.809 -2.197 0.509
H -7.823 2.073 -0.357
H -6.895 3.460 -0.757
H -7.051 -0.168 -0.819
H -5.264 -1.622 -1.698
H -2.866 1.822 -2.554
H -4.666 3.293 -1.688
H -2.620 -4.728 1.666
H -0.447 -3.323 2.235
*
```